Record 1
58
Properties=species:S:1:pos:R:3 method="wB97M-V/def2-TZVPD" homo_energy_ev=-8.879 smiles="CN(C)C(=O)CPP(O)(O)=S.CO.CO.CO.CO.CO.CO" lumo_ev=0.088 orbital_gap_ev=8.968
C 2.37711 0.28086 1.32701
N 2.36415 1.76483 1.17936
C 2.71268 2.17890 -0.23232
C 1.08889 2.36513 1.61612
O 1.05205 3.05188 2.67452
C -0.18449 2.14271 0.67601
P -1.84015 2.37330 1.62770
P -3.24383 1.14827 0.43355
O -2.62682 -0.46024 0.50687
O -2.99855 1.66660 -1.20204
S -5.07739 1.31704 1.03017
H 3.44526 -0.00266 1.65434
H 2.14175 -0.28873 0.35184
H 1.62972 -0.10981 2.10825
H 3.86234 2.12608 -0.28099
H 2.30884 1.40750 -0.97430
H 2.40333 3.25410 -0.46870
H -0.17719 2.76249 -0.28102
H -0.18685 1.03313 0.36141
H -2.27137 3.73758 1.54088
H -2.91582 -0.77695 1.39954
H -2.57559 2.55844 -1.16182
C -4.87621 0.10036 5.03674
O -3.88031 1.05159 4.69386
H -4.75478 -0.17284 6.08534
H -5.86834 0.53488 4.88936
H -4.76409 -0.79230 4.41564
H -4.00990 1.27595 3.76309
C 6.19186 0.07505 -0.46956
O 4.77662 0.18653 -0.52940
H 6.55604 0.65961 0.37489
H 6.47298 -0.97319 -0.33288
H 6.62829 0.46121 -1.39075
H 4.48040 -0.33918 -1.28502
C 6.51181 3.98730 -1.53410
O 7.04198 2.68977 -1.30257
H 5.70576 4.16933 -0.82297
H 7.29452 4.73684 -1.39246
H 6.11675 4.04856 -2.55143
H 7.75172 2.55385 -1.94310
C -4.39253 -3.80810 0.67221
O -4.20243 -2.41843 0.90168
H -4.92922 -4.23608 1.51919
H -4.97881 -3.95269 -0.23812
H -3.42100 -4.29944 0.57343
H -3.72672 -2.06568 0.13892
C 2.36085 -2.15785 -2.64691
O 3.35280 -1.20080 -2.99464
H 2.48971 -2.43315 -1.59986
H 1.36666 -1.72637 -2.78725
H 2.47245 -3.04793 -3.27068
H 3.21771 -0.97409 -3.92297
C -6.60306 -3.95344 -2.59944
O -6.07896 -5.25203 -2.36507
H -7.40802 -3.76353 -1.88934
H -5.81443 -3.20925 -2.45997
H -6.99759 -3.89260 -3.61681
H -5.37056 -5.39235 -3.00544

---

Record 2
56
Properties=species:S:1:pos:R:3 method="wB97M-V/def2-TZVPD" homo_energy_ev="-7.705 / -8.624" spin_multiplicity=5 s2=6.229 lumo_ev="-1.824 / -0.631" orbital_gap_ev="5.881 / 7.993"
C 2.14626 0.06293 2.55186
C 2.15881 -0.67319 1.30982
C 1.77502 0.23966 0.27045
H 2.52035 -1.71299 1.17960
C 1.54635 1.52397 0.86079
C 1.76101 1.41431 2.25833
H 1.31030 2.46861 0.30914
C -1.32458 -1.54511 2.89859
C -0.16434 -2.22251 2.39846
C -0.23957 -2.21258 0.96336
H 0.61019 -2.73442 3.00193
C -1.42785 -1.50462 0.61282
C -2.06221 -1.03102 1.79878
H 1.82996 0.02636 -0.81609
H 1.69025 2.24249 3.00671
H 2.45909 -0.34721 3.52473
H -3.03421 -0.46073 1.86755
H 0.43766 -2.76154 0.26959
H -1.63529 -1.44070 3.94408
Mn 0.18704 -0.15247 1.76309
C -1.98806 -1.33407 -0.79506
C -3.51074 -1.59755 -0.77587
C -1.28701 -2.28113 -1.79143
H -3.67920 -2.61745 -0.41780
H -3.90306 -1.47415 -1.78705
H -4.00520 -0.88545 -0.10222
H -1.48826 -3.31743 -1.49888
H -0.19599 -2.10922 -1.79464
H -1.68394 -2.09658 -2.79310
C -1.67309 0.14452 -1.15809
C -2.22970 0.64960 -2.49607
H -0.56374 0.26328 -1.19196
H -2.06197 0.82656 -0.37846
O -3.13326 0.13143 -3.14356
N -1.60764 1.78655 -2.95893
C -0.43099 2.45360 -2.39130
H -1.94954 2.11850 -3.85632
C 0.89458 1.85627 -2.87117
C 2.07942 2.49583 -2.46519
H 2.00942 3.38110 -1.82296
C 3.31850 1.99363 -2.87178
H 4.23089 2.50327 -2.55215
C 3.38456 0.84773 -3.68384
H 4.35598 0.45850 -4.00315
C 2.19937 0.20826 -4.08144
H 2.23481 -0.68817 -4.71293
C 0.95206 0.70888 -3.67774
H 0.02334 0.21501 -4.00275
H -0.46166 2.41189 -1.28930
H -0.47219 3.51563 -2.68785
B 0.00069 -0.00376 6.50122
C 0.05714 0.05180 5.01605
N 0.03976 0.20399 3.83300
H 0.99323 -0.57331 6.90939
H -0.99348 -0.57338 6.90825
H 0.00071 1.14656 6.91154

---

Record 3
106
Properties=species:S:1:pos:R:3 method="wB97M-V/def2-TZVPD" homo_energy_ev=-6.132 lumo_ev=-0.196 orbital_gap_ev=5.936
In 0.95347 -1.63825 0.44783
C 5.19800 -2.63485 1.36805
C 3.86635 -1.96013 1.36857
N 3.24722 -1.57015 0.31780
N 3.79738 -1.69065 -0.91904
C 2.87579 -1.45255 -1.84267
O 1.64457 -1.20911 -1.64149
C 3.34282 -1.49727 -3.25733
C 4.69461 -1.40748 -3.57386
C 5.09877 -1.41853 -4.89918
C 4.15681 -1.52988 -5.91426
C 2.80891 -1.63465 -5.59979
C 2.40268 -1.61356 -4.27444
C 3.15526 -1.66711 2.64185
C 3.70541 -1.98124 3.87696
C 3.05976 -1.56161 5.02828
C 1.88381 -0.83871 4.92277
C 1.37561 -0.60361 3.65562
N 1.98415 -1.01260 2.55053
H 5.50510 -2.81371 0.34266
H 5.13586 -3.58834 1.89662
H 5.95303 -2.02335 1.86724
H 5.41307 -1.32567 -2.77062
H 6.15024 -1.34524 -5.14309
H 4.47428 -1.53548 -6.94893
H 2.07455 -1.73370 -6.38838
H 1.35630 -1.68557 -4.00886
H 4.62696 -2.54194 3.93436
H 3.47728 -1.79195 5.99971
H 1.36454 -0.47088 5.79597
H 0.43854 -0.08107 3.51147
C -2.97059 6.67800 0.47756
S -4.47312 5.73285 0.15821
C -3.75956 4.36540 -0.78736
C -3.01754 3.34664 0.06666
C -2.26297 2.35010 -0.80741
N -1.60991 1.29211 -0.01321
P -2.13628 -0.38037 -0.15916
C -3.96978 -0.22122 -0.28639
C -4.76856 0.39135 0.67970
C -6.14213 0.43994 0.52300
C -6.73907 -0.13732 -0.59398
C -5.95768 -0.76156 -1.55050
C -4.57616 -0.79964 -1.39584
C -2.12205 -0.83053 1.63364
C -2.22515 -2.18605 1.93847
C -2.30035 -2.60755 3.25616
C -2.28324 -1.67801 4.28718
C -2.18912 -0.32545 3.99316
C -2.09774 0.09344 2.67222
P 0.09404 1.31481 0.15981
C 0.35089 2.92144 1.00277
C 0.58549 4.11192 0.32058
C 0.66791 5.31196 1.01362
C 0.52445 5.33534 2.39331
C 0.31360 4.14994 3.08474
C 0.23466 2.95215 2.39183
C 0.84508 1.65472 -1.46706
C 2.22899 1.83327 -1.45441
C 2.92282 2.05611 -2.63116
C 2.23710 2.10761 -3.83819
C 0.86647 1.90535 -3.86073
C 0.17325 1.66825 -2.68170
H -3.26632 7.57576 1.01684
H -2.49703 6.96916 -0.45976
H -2.26530 6.11679 1.08805
H -3.10308 4.78953 -1.55222
H -4.59946 3.89431 -1.30135
H -3.73040 2.82397 0.70218
H -2.30452 3.85234 0.72227
H -1.51117 2.89759 -1.38082
H -2.94755 1.89937 -1.53368
H -4.31332 0.82134 1.56217
H -6.75325 0.91726 1.27757
H -7.81399 -0.10252 -0.71072
H -6.41818 -1.22089 -2.41493
H -3.96133 -1.28837 -2.14306
H -2.21798 -2.91677 1.14280
H -2.35313 -3.66503 3.47552
H -2.34057 -2.00863 5.31649
H -2.18946 0.40693 4.79181
H -2.04920 1.15109 2.44195
H 0.70655 4.10855 -0.75537
H 0.84248 6.23202 0.47090
H 0.58525 6.27312 2.92991
H 0.21458 4.15800 4.16219
H 0.08658 2.02958 2.93948
H 2.76954 1.78605 -0.51372
H 3.99904 2.16768 -2.61127
H 2.77469 2.28266 -4.76091
H 0.33450 1.91220 -4.80304
H -0.88658 1.44848 -2.72540
C -0.96265 -4.21931 -1.01098
C 0.32786 -4.49130 -0.22441
C 0.18509 -5.85513 0.47556
C 1.48629 -4.58703 -1.23162
N 0.56879 -3.56591 0.86872
H -1.07591 -4.92044 -1.84267
H -0.94239 -3.20381 -1.41770
H -1.83579 -4.31753 -0.36365
H -0.09623 -6.62923 -0.24322
H -0.57565 -5.79207 1.25338
H 1.13034 -6.13879 0.93993
H 1.40309 -5.47673 -1.86208
H 2.43611 -4.62546 -0.69525
H 1.49480 -3.71499 -1.88981